Entry 1:
Density functional theory data (ωB97M-V with the def2-TZVPD basis set) for C25H53ClFI2O17P2 as an isolated structure.

XYZ file:
```
101
Properties=species:S:1:pos:R:3:mulliken_charge:R:1
C 7.640 1.490 0.887 -0.90
C 7.273 0.616 -0.486 -0.41
P 5.407 1.056 -0.874 0.11
C 5.158 0.843 -2.803 -1.06
P 4.050 -0.262 0.251 1.34
F 5.372 -0.902 1.264 -0.50
C 2.640 0.540 -0.833 -0.37
C 2.746 2.210 -0.864 -0.47
C 1.151 2.715 -0.938 -0.47
Cl 0.610 2.261 -2.692 -0.26
C 4.282 -1.757 -0.882 -0.86
O 5.662 -1.928 -1.459 0.03
O 6.064 -3.158 -1.333 -0.56
C 2.760 -1.071 1.394 -1.45
I 3.943 -1.746 3.172 0.01
C 1.888 -2.293 0.950 -0.32
C 0.961 -2.308 -0.362 -0.62
I 0.458 -2.660 2.640 -0.04
H 8.697 1.987 0.810 0.26
H 6.803 2.308 1.087 0.26
H 7.594 0.738 1.809 0.24
H 7.427 -0.504 -0.198 0.25
H 7.980 0.886 -1.380 0.35
H 4.918 1.872 -3.303 0.30
H 4.422 -0.025 -3.067 0.24
H 6.220 0.508 -3.234 0.33
H 4.002 0.861 1.204 0.03
H 2.582 0.114 -1.914 0.32
H 1.650 0.359 -0.189 -0.08
H 3.213 2.614 -1.871 0.18
H 3.219 2.658 0.105 0.28
H 1.120 3.889 -0.872 0.36
H 0.467 2.186 -0.152 0.32
H 3.573 -1.808 -1.812 0.08
H 4.181 -2.826 -0.354 0.39
H 6.455 -3.519 -2.188 0.29
H 2.058 -0.226 1.866 0.51
H 2.524 -3.304 0.958 0.46
H 1.460 -2.085 -1.392 0.14
H 0.441 -3.378 -0.449 0.25
H 0.051 -1.542 -0.256 0.22
C 11.622 3.205 -3.121 -0.59
O 11.351 4.592 -2.934 -0.32
C 10.346 4.852 -2.059 0.78
O 9.691 4.020 -1.451 -0.52
O 10.197 6.198 -1.978 -0.32
C 9.167 6.622 -1.086 -0.60
H 12.441 3.114 -3.839 0.20
H 11.936 2.742 -2.180 0.28
H 10.746 2.692 -3.532 0.29
H 9.384 6.296 -0.064 0.28
H 8.193 6.246 -1.416 0.29
H 9.137 7.715 -1.100 0.20
C -5.472 -2.516 -2.993 -0.39
O -4.460 -2.061 -2.098 -0.29
C -4.052 -2.990 -1.197 0.74
O -4.472 -4.132 -1.105 -0.56
O -3.096 -2.427 -0.415 -0.29
C -2.570 -3.295 0.586 -0.32
H -5.722 -1.693 -3.668 0.22
H -5.107 -3.356 -3.593 0.31
H -6.376 -2.797 -2.443 0.06
H -2.089 -4.166 0.129 0.29
H -3.358 -3.606 1.280 0.38
H -1.814 -2.742 1.151 -0.21
C -11.847 -0.028 -3.139 -0.68
O -11.500 -0.684 -1.922 -0.31
C -10.170 -0.910 -1.768 0.78
O -9.295 -0.604 -2.563 -0.54
O -9.984 -1.534 -0.578 -0.30
C -8.622 -1.837 -0.281 -0.53
H -12.932 0.102 -3.156 0.23
H -11.381 0.962 -3.191 0.30
H -11.559 -0.637 -4.002 0.31
H -8.028 -0.920 -0.218 0.29
H -8.206 -2.519 -1.029 0.16
H -8.591 -2.334 0.692 0.26
C -12.619 6.928 -1.569 -0.61
O -12.329 5.914 -0.609 -0.31
C -12.837 4.694 -0.915 0.77
O -13.492 4.418 -1.909 -0.54
O -12.490 3.833 0.074 -0.31
C -12.959 2.499 -0.116 -0.41
H -12.165 7.861 -1.222 0.22
H -12.184 6.675 -2.541 0.29
H -13.699 7.082 -1.655 0.28
H -12.538 2.069 -1.031 0.10
H -14.053 2.476 -0.144 0.29
H -12.624 1.898 0.733 0.24
C 4.508 -4.802 5.383 -0.50
O 4.589 -5.359 6.694 -0.31
C 3.439 -5.274 7.409 0.74
O 2.392 -4.777 7.026 -0.54
O 3.657 -5.837 8.625 -0.32
C 2.525 -5.818 9.491 -0.61
H 5.482 -4.925 4.903 0.26
H 3.759 -5.331 4.785 0.30
H 4.280 -3.732 5.432 0.11
H 1.697 -6.388 9.057 0.28
H 2.218 -4.789 9.704 0.29
H 2.813 -6.293 10.434 0.21
```

## Properties
Relative energy (zero: lowest compared OMol25 entry of this formula, charge and spin)   5.652 eV
Strongest force on any atom   0.1288 Eh/bohr
Net charge   -1
E_tot   -111603.1339 eV
Orbital gap   5.62 eV
LUMO level   1.616 eV

---

Entry 2:
Density functional theory data (ωB97M-V with the def2-TZVPD basis set) for one molecule with the formula C4H5NO.

XYZ file:
```
11
Properties=species:S:1:pos:R:3:nbo_charge:R:1
N 2.346 -0.787 1.321 -0.30
C 1.479 -0.613 0.585 0.28
C 0.411 -0.364 -0.310 -0.43
C -0.976 -0.493 0.280 -0.03
O -1.378 0.858 0.068 -0.56
C 0.114 1.091 -0.521 -0.09
H 0.552 -0.965 -1.202 0.26
H -0.978 -0.745 1.340 0.19
H -1.602 -1.205 -0.257 0.18
H 0.651 1.828 0.082 0.22
H -0.618 1.397 -1.385 0.28
```

## Properties
Relative energy (zero: lowest compared OMol25 entry of this formula, charge and spin)   3.119 eV
Strongest force on any atom   0.1094 Eh/bohr
Net charge   0
E_tot   -7763.4072 eV
Orbital gap   10.74 eV
LUMO level   0.741 eV

---

Entry 3:
Density functional theory data (ωB97M-V with the def2-TZVPD basis set) for C6H23B2CoNO2 as an isolated structure.

XYZ file:
```
35
Properties=species:S:1:pos:R:3:nbo_charge:R:1
Co -7.540 -27.059 2.886 0.78
B -7.404 -28.657 3.142 -0.71
H -6.652 -28.247 2.486 0.11
H -7.245 -29.721 3.231 0.02
H -7.238 -28.092 4.046 -0.01
H -8.394 -28.481 2.751 0.06
B -7.223 -26.815 1.311 -0.70
H -8.184 -26.604 1.756 0.05
H -6.460 -26.607 2.045 0.11
H -7.240 -27.861 1.047 0.03
H -7.070 -26.167 0.462 0.02
C -10.472 -27.171 1.539 -0.25
O -9.578 -27.293 2.644 -0.58
C -10.167 -27.305 3.880 -0.07
C -9.036 -27.061 4.995 -0.23
N -7.986 -26.295 4.356 -0.63
C -6.786 -26.209 5.235 -0.25
C -5.468 -26.061 4.541 -0.06
O -5.521 -26.580 3.297 -0.55
C -4.237 -26.581 2.701 -0.26
H -9.936 -27.518 0.655 0.23
H -10.724 -26.116 1.440 0.18
H -11.403 -27.675 1.798 0.18
H -10.648 -28.250 4.132 0.19
H -11.008 -26.619 3.975 0.18
H -8.563 -27.909 5.492 0.23
H -9.356 -26.427 5.822 0.18
H -8.481 -25.415 4.362 0.39
H -6.790 -27.099 5.865 0.21
H -6.960 -25.405 5.950 0.21
H -4.715 -26.562 5.147 0.18
H -5.153 -25.022 4.439 0.17
H -4.328 -26.506 1.618 0.22
H -3.673 -27.480 2.948 0.20
H -3.806 -25.608 2.934 0.18
```

## Properties
2S+1   4
Relative energy (zero: lowest compared OMol25 entry of this formula, charge and spin)   11.802 eV
Strongest force on any atom   0.2449 Eh/bohr
Net charge   0
E_tot   -51141.1234 eV
Orbital gap (alpha / beta)   6.94 / 6.87 eV
LUMO level (alpha / beta)   0.327 / 0.327 eV

---

Entry 4:
Density functional theory data (ωB97M-V with the def2-TZVPD basis set) for C18H25N4O2PS3SeW as an isolated structure.

XYZ file:
```
55
Properties=species:S:1:pos:R:3:nbo_charge:R:1
W 0.465 -0.470 -0.298 0.75
C 3.430 -3.601 0.861 -0.71
C 2.236 -2.749 0.679 0.43
N 2.095 -1.791 -0.236 -0.39
N 2.811 -1.852 -1.440 -0.44
C 2.051 -2.107 -2.540 0.36
N 2.579 -2.518 -3.667 -0.70
S 0.346 -1.817 -2.433 0.06
C 1.021 -2.929 1.452 0.09
C 0.887 -3.803 2.532 -0.14
C -0.368 -4.033 3.073 -0.09
C -1.469 -3.402 2.505 -0.17
C -1.270 -2.541 1.438 0.09
N -0.062 -2.274 0.927 -0.50
H 4.065 -3.645 -0.020 0.25
H 3.171 -4.619 1.145 0.29
H 4.030 -3.196 1.684 0.31
H 3.797 -2.113 -1.424 0.43
H 3.564 -2.718 -3.801 0.44
H 1.978 -2.658 -4.473 0.46
H 1.757 -4.292 2.942 0.26
H -0.487 -4.701 3.912 0.27
H -2.466 -3.576 2.874 0.27
H -2.110 -2.063 0.941 0.24
C -4.222 1.925 2.260 -0.65
C -3.401 0.966 3.082 -0.05
O -1.958 1.079 2.840 -0.83
P -1.115 1.326 1.563 1.86
S -1.794 0.354 -0.147 -0.26
S 0.750 0.504 1.975 -0.25
O -0.978 2.811 1.117 -0.83
C -0.408 3.942 1.882 -0.06
C -1.233 4.303 3.090 -0.65
H -5.275 1.777 2.495 0.27
H -4.077 1.756 1.193 0.21
H -3.975 2.955 2.501 0.23
H -3.674 -0.072 2.883 0.19
H -3.493 1.167 4.149 0.23
H -0.400 4.749 1.147 0.23
H 0.617 3.679 2.158 0.20
H -2.248 4.569 2.805 0.23
H -0.782 5.173 3.563 0.27
H -1.249 3.490 3.815 0.22
Se 1.741 1.249 -1.294 0.46
C 1.042 1.620 -3.074 -0.22
C -0.288 1.326 -3.371 -0.23
C -0.773 1.631 -4.630 -0.18
C 0.059 2.218 -5.576 -0.13
C 1.379 2.512 -5.265 -0.20
C 1.879 2.229 -4.005 -0.15
H -0.948 0.887 -2.622 0.21
H -1.808 1.426 -4.861 0.25
H -0.331 2.457 -6.554 0.25
H 2.015 2.982 -6.000 0.26
H 2.900 2.476 -3.749 0.24
```

## Properties
2S+1   2
Relative energy (zero: lowest compared OMol25 entry of this formula, charge and spin)   1.548 eV
Strongest force on any atom   0.0365 Eh/bohr
Net charge   +3
E_tot   -138070.2286 eV
Orbital gap (alpha / beta)   5.43 / 5.95 eV
LUMO level (alpha / beta)   -11.522 / -11.085 eV

---

Entry 5:
Density functional theory data (ωB97M-V with the def2-TZVPD basis set) for a 2-piece molecular cluster, C3H6N2O overall.

XYZ file:
```
12
Properties=species:S:1:pos:R:3:nbo_charge:R:1
C 1.852 0.810 -0.210 -0.47
N 0.691 0.098 0.259 -0.45
C -1.884 -0.306 -0.051 0.49
C -1.174 -1.471 0.052 -0.01
N -2.751 0.502 -0.263 -0.61
O 0.000 -1.589 -0.453 -0.45
H 0.927 -0.367 1.138 0.32
H -2.608 1.508 -0.223 0.41
H -1.549 -2.225 0.750 0.18
H 2.744 0.171 -0.281 0.19
H 2.103 1.633 0.477 0.21
H 1.649 1.236 -1.194 0.19
```

## Properties
Relative energy (zero: lowest compared OMol25 entry of this formula, charge and spin)   6.383 eV
Strongest force on any atom   0.0339 Eh/bohr
Net charge   0
E_tot   -8230.3157 eV
Orbital gap (alpha / beta)   8.17 / 7.52 eV
LUMO level (alpha / beta)   0.340 / -0.466 eV

---

Entry 6:
Density functional theory data (ωB97M-V with the def2-TZVPD basis set) for C17H10F8N3O3PdS as an isolated structure.

XYZ file:
```
43
Properties=species:S:1:pos:R:3:nbo_charge:R:1
Pd -0.406 -0.238 0.196 1.16
F 6.345 -0.465 2.713 -0.24
C 5.040 -0.420 2.626 0.37
C 4.442 -0.388 1.361 0.31
F 5.207 -0.404 0.283 -0.26
C 3.077 -0.343 1.257 0.36
F 2.534 -0.327 0.047 -0.28
C 2.250 -0.322 2.408 -0.36
S 0.574 -0.276 2.414 0.32
C 2.902 -0.359 3.675 0.40
F 2.173 -0.343 4.771 -0.26
C 4.269 -0.405 3.787 0.26
F 4.862 -0.438 4.964 -0.25
C 1.326 4.046 -2.851 -0.43
N 0.868 3.417 -1.623 -0.58
C 0.803 2.098 -1.425 0.80
N 1.213 1.275 -2.409 -0.81
O 0.369 1.645 -0.333 -0.75
H 1.198 5.119 -2.754 0.24
H 0.740 3.715 -3.710 0.21
H 2.385 3.847 -3.027 0.21
H 0.497 3.979 -0.875 0.43
H 1.600 1.618 -3.269 0.42
H 1.253 0.284 -2.230 0.43
F -1.274 -4.529 -1.367 -0.30
C -0.211 -4.227 -0.618 0.90
F 0.891 -4.445 -1.332 -0.30
F -0.197 -5.014 0.450 -0.29
C -0.303 -2.748 -0.193 0.68
O -0.917 -2.423 0.828 -0.61
O 0.257 -1.878 -0.945 -0.66
N -7.846 -0.136 -0.705 -0.25
C -6.709 -0.120 -0.547 0.25
C -5.279 -0.098 -0.346 -0.16
C -4.769 -0.099 0.949 -0.13
C -3.394 -0.086 1.150 -0.31
C -2.597 -0.050 0.030 0.00
C -3.055 -0.054 -1.268 -0.33
C -4.434 -0.077 -1.451 -0.14
H -5.444 -0.120 1.795 0.24
H -2.994 -0.104 2.155 0.24
H -2.397 -0.031 -2.129 0.23
H -4.850 -0.077 -2.450 0.24
```

## Properties
2S+1   5
Relative energy (zero: lowest compared OMol25 entry of this formula, charge and spin)   0.054 eV
Strongest force on any atom   0.0071 Eh/bohr
Net charge   +1
E_tot   -64448.7557 eV
Orbital gap (alpha / beta)   9.09 / 5.52 eV
LUMO level (alpha / beta)   -3.112 / -6.799 eV